DFT (ωB97M-V with the def2-TZVPD basis set) results for a structure of composition C21H14NO5V in a non-equilibrium geometry.

Each line ends with the Löwdin spin population.
CARTESIAN COORDINATES (ANGSTROEM)
V (0.06701, -1.71995, -0.74148)  1.06
O (-0.46336, -4.02324, 4.81346)  0.01
C (-0.40688, -3.50496, 3.58950)  0.01
C (-1.53944, -3.04282, 2.90172)  0.00
C (-1.34193, -2.52464, 1.64357)  0.01
N (-0.13286, -2.45633, 1.11352)  -0.01
C (0.94437, -2.92338, 1.73113)  0.01
C (0.86569, -3.45986, 2.99018)  0.00
C (2.14772, -2.82830, 0.82764)  0.00
O (3.26301, -3.11750, 1.08275)  0.00
O (1.72653, -2.33276, -0.39912)  -0.03
C (-2.37709, -2.04421, 0.65675)  0.00
O (-3.54361, -1.96039, 0.83775)  0.00
O (-1.73752, -1.72257, -0.51507)  -0.02
H (-1.36560, -4.03672, 5.15860)  0.00
H (-2.53529, -3.10017, 3.32202)  0.00
H (1.73403, -3.85156, 3.50087)  0.00
C (1.24862, 5.24873, 0.33709)  0.00
C (1.26322, 4.54191, -0.85984)  0.00
C (1.08794, 3.16983, -0.85839)  0.00
C (0.90225, 2.48809, 0.34612)  0.00
C (0.91256, 3.20342, 1.54360)  0.00
C (1.07556, 4.57941, 1.53947)  0.00
C (0.70084, 1.03495, 0.40861)  0.00
C (0.34243, 0.22181, -0.58192)  -0.03
C (-0.15842, 0.35287, -1.94656)  0.00
C (0.35252, -0.56349, -2.88060)  0.00
C (-0.25753, -0.73620, -4.13260)  0.00
C (-1.36948, 0.00834, -4.44552)  0.00
C (-1.88890, 0.92499, -3.51694)  0.00
C (-1.31586, 1.08231, -2.27924)  0.00
H (1.38308, 6.32227, 0.33199)  0.00
H (1.41937, 5.06374, -1.79444)  0.00
H (1.12041, 2.62747, -1.79384)  0.00
H (0.78895, 2.67794, 2.48326)  0.00
H (1.07451, 5.12518, 2.47319)  0.00
H (0.88311, 0.59393, 1.38574)  0.00
H (1.31825, -1.04300, -2.69168)  0.00
H (0.16597, -1.43082, -4.84486)  0.00
H (-1.84538, -0.10509, -5.40987)  0.00
H (-2.76630, 1.50262, -3.77649)  0.00
H (-1.74252, 1.75816, -1.55006)  0.00

2S+1: 2
Relative energy (zero: lowest compared OMol25 entry of this formula, charge and spin), eV: 0.051
<S²>: 0.765
Charge: +1
Strongest force on any atom, eV/Å: 1.10

---

DFT (ωB97M-V with the def2-TZVPD basis set) results for a structure of composition C21H15AuNO2S3.

Each line ends with the Löwdin spin population.
CARTESIAN COORDINATES (ANGSTROEM)
Au (-2.50143, 0.46459, -0.37276)  0.50
S (-3.58673, 5.07060, -0.92469)  0.13
C (-3.24967, 3.46035, -0.76607)  0.01
S (-2.88750, 2.41555, -2.06530)  0.46
S (-3.31270, 2.65820, 0.74068)  0.48
O (-5.13634, -2.87375, -0.10013)  0.01
C (-4.21810, -2.06421, -0.18327)  0.00
O (-4.29175, -0.83762, -0.52555)  0.01
C (-2.82195, -2.61407, 0.13311)  0.01
C (-2.56861, -3.97529, 0.01865)  0.00
C (-1.29030, -4.43843, 0.25985)  0.00
C (-0.30042, -3.53608, 0.63094)  0.00
C (-0.63779, -2.19962, 0.73762)  0.01
N (-1.87253, -1.75236, 0.49193)  0.07
H (-3.38654, -4.62492, -0.25814)  0.00
H (-1.06031, -5.49197, 0.15353)  0.00
H (0.71501, -3.85497, 0.82447)  0.00
H (0.10206, -1.45481, 1.01182)  0.00
C (4.34301, -0.68571, -1.90921)  0.00
C (3.94728, -0.12597, -0.69978)  0.00
C (2.63790, 0.28783, -0.50407)  0.00
C (1.67733, 0.15690, -1.51894)  0.01
C (2.09390, -0.41938, -2.72038)  0.00
C (3.40499, -0.83180, -2.91943)  0.00
C (0.22909, 0.50272, -1.38808)  0.02
C (-0.44784, 1.00393, -0.34686)  0.20
C (0.10508, 1.68012, 0.83885)  0.02
C (-0.20256, 1.28439, 2.13741)  0.02
C (0.30471, 1.97252, 3.23140)  0.00
C (1.09869, 3.09765, 3.04700)  0.02
C (1.37951, 3.52550, 1.75481)  0.00
C (0.88893, 2.82229, 0.66525)  0.02
H (5.36689, -1.00606, -2.05685)  0.00
H (4.66570, -0.00946, 0.10355)  0.00
H (2.35935, 0.70903, 0.44658)  0.00
H (1.36410, -0.54480, -3.51298)  0.00
H (3.69183, -1.27136, -3.86686)  0.00
H (-0.35294, 0.20850, -2.25821)  0.01
H (-0.85978, 0.43398, 2.28997)  0.00
H (0.05639, 1.64065, 4.23282)  0.00
H (1.47449, 3.64830, 3.90036)  0.00
H (1.97914, 4.41314, 1.59116)  0.00
H (1.10044, 3.15587, -0.34417)  0.00

2S+1: 3
Relative energy (zero: lowest compared OMol25 entry of this formula, charge and spin), eV: 0.118
<S²>: 2.020
Charge: -1
Strongest force on any atom, eV/Å: 0.48

---

DFT (ωB97M-V with the def2-TZVPD basis set) results for a structure of composition C21H15BaN6O2 in a non-equilibrium geometry.

Each line ends with the Mulliken charge.
CARTESIAN COORDINATES (ANGSTROEM)
Ba (0.24043, 0.66466, -0.88529)  2.03
C (-2.96504, 5.85235, 1.29726)  -0.45
C (-1.59318, 5.75774, 1.07961)  -0.38
C (-1.02453, 4.51662, 0.89874)  -0.63
C (-1.83872, 3.37878, 0.94950)  0.24
N (-3.15296, 3.45808, 1.15306)  -0.47
C (-3.68851, 4.67561, 1.32222)  -0.38
N (-1.26323, 2.13533, 0.68360)  -0.55
C (-1.56205, 1.04499, 1.33935)  0.96
N (-1.20133, -0.17333, 0.84769)  -0.61
C (-1.58100, -1.14569, 1.76437)  -0.28
N (-1.41968, -2.40393, 1.68430)  -0.69
C (-0.84896, -2.92751, 0.50286)  0.67
C (0.15438, -3.88157, 0.64770)  -0.62
C (0.69190, -4.46747, -0.47874)  -0.28
C (0.21058, -4.10257, -1.72955)  -0.49
C (-0.79359, -3.15061, -1.77644)  -0.30
N (-1.32239, -2.56470, -0.69137)  -0.39
C (-2.18286, -0.48180, 2.96283)  0.08
C (-2.66346, -1.02272, 4.13560)  -0.16
C (-3.14813, -0.14428, 5.10007)  -0.59
C (-3.13352, 1.23246, 4.87551)  -0.70
C (-2.65143, 1.76200, 3.67973)  -0.20
C (-2.18466, 0.87756, 2.72090)  0.32
H (-3.45681, 6.80557, 1.43833)  0.39
H (-0.97517, 6.64755, 1.05065)  0.39
H (0.03698, 4.39366, 0.73247)  0.47
H (-4.76141, 4.69890, 1.48441)  0.40
H (0.50213, -4.12487, 1.64332)  0.39
H (1.48372, -5.20071, -0.38288)  0.38
H (0.60463, -4.53402, -2.63988)  0.36
H (-1.19109, -2.82262, -2.73133)  0.39
H (-2.64749, -2.09527, 4.29235)  0.52
H (-3.53466, -0.53066, 6.03493)  0.38
H (-3.50826, 1.90192, 5.64042)  0.39
H (-2.65414, 2.82979, 3.51434)  0.42
N (3.54178, 0.69252, 0.89446)  -0.59
C (2.62237, 0.75030, 0.17164)  -0.26
C (-1.88777, 2.16453, -3.40716)  -0.75
O (-0.95852, 1.20715, -2.90460)  -0.12
C (0.41739, 1.29433, -3.49478)  -0.71
O (1.05049, 0.35183, -3.03661)  -0.37
H (-2.02818, 2.03250, -4.47764)  0.27
H (-1.55186, 3.18100, -3.22286)  0.28
H (-2.83341, 1.99675, -2.89375)  0.23

2S+1: 1
Relative energy (zero: lowest compared OMol25 entry of this formula, charge and spin), eV: 1.572
Charge: -1
Strongest force on any atom, eV/Å: 2.85

---

DFT (ωB97M-V with the def2-TZVPD basis set) results for a structure of composition C21H15Br2F6N3O5PtS in a non-equilibrium geometry.

Each line ends with the Mulliken charge.
CARTESIAN COORDINATES (ANGSTROEM)
Pt (0.16619, 0.45187, -0.67511)  2.12
O (-2.63900, 6.18439, -0.11555)  -0.54
C (-1.96523, 5.01746, -0.14253)  1.03
C (-1.53667, 4.35551, 1.00180)  -0.79
C (-0.87787, 3.15625, 0.84872)  -0.29
N (-0.61324, 2.60177, -0.33807)  -0.31
C (-1.01900, 3.26225, -1.42257)  0.01
Br (-0.63903, 2.50614, -3.11206)  -0.12
C (-1.69684, 4.46321, -1.38974)  -0.55
H (-2.79496, 6.45594, 0.79775)  0.30
H (-1.73431, 4.74403, 1.99122)  0.31
H (-0.56869, 2.57349, 1.70697)  0.37
H (-2.01731, 4.95508, -2.29407)  0.46
Br (5.41958, 1.14436, -2.72199)  -0.19
C (4.20288, 1.32304, -1.29930)  -0.39
C (4.61022, 1.81063, -0.06980)  0.08
C (3.66799, 1.92036, 0.93597)  -1.18
C (2.36425, 1.54227, 0.68796)  0.12
N (1.99328, 1.06872, -0.50930)  -0.31
C (2.88841, 0.94930, -1.49888)  0.02
H (5.64093, 2.09211, 0.09425)  0.47
H (3.93726, 2.27573, 1.91839)  0.43
H (1.59675, 1.56418, 1.44666)  0.22
H (2.52234, 0.54088, -2.42682)  0.60
C (1.59680, -2.81267, -3.12330)  -2.13
C (0.52265, -2.14601, -2.26332)  1.27
O (0.97513, -0.89188, -1.93725)  -0.60
C (0.33254, -3.00390, -0.99114)  0.45
F (-0.71806, -2.60387, -0.26182)  -0.11
F (0.15718, -4.30738, -1.25570)  -0.32
F (1.41418, -2.90778, -0.21080)  -0.30
C (-0.81068, -2.06706, -3.05251)  0.77
F (-1.55801, -3.17427, -2.92276)  -0.30
F (-1.55550, -1.03233, -2.66384)  -0.17
F (-0.58685, -1.90576, -4.36649)  -0.32
H (2.50064, -2.91058, -2.52471)  0.46
H (1.80393, -2.17611, -3.97963)  0.40
H (1.29369, -3.79675, -3.47804)  0.41
O (1.26451, -0.63682, 2.78464)  -0.72
C (0.10756, -0.67336, 2.40990)  0.07
N (-0.48174, 0.29097, 1.63518)  -0.36
S (-2.00785, -0.03078, 1.30731)  1.13
O (-2.93688, 0.88443, 1.91172)  -0.74
O (-2.09021, -0.15488, -0.17036)  -0.76
C (-2.07653, -1.59050, 2.11252)  0.34
C (-3.12386, -2.48434, 2.20950)  -0.76
C (-2.88959, -3.64117, 2.94306)  -0.50
C (-1.65594, -3.86855, 3.54934)  -0.49
C (-0.62149, -2.94889, 3.43865)  -0.63
C (-0.85125, -1.79944, 2.70573)  0.26
H (-4.07468, -2.29877, 1.73138)  0.48
H (-3.67623, -4.37760, 3.04185)  0.40
H (-1.50565, -4.77981, 4.11154)  0.40
H (0.34426, -3.11312, 3.89545)  0.50

2S+1: 1
E_tot, Ha: -7614.46219
Strongest force on any atom, eV/Å: 1.38

---

DFT (ωB97M-V with the def2-TZVPD basis set) results for a structure of composition C21H15CaCl2N5O2S2.

Each line ends with the Mulliken charge.
CARTESIAN COORDINATES (ANGSTROEM)
Ca (-0.67065, -0.00073, -0.16224)  1.79
Cl (-0.81466, 6.13955, -3.69460)  -0.23
C (-0.88733, 4.44213, -3.34174)  0.10
C (-0.80237, 4.04017, -2.01129)  -0.69
C (-0.85287, 2.69737, -1.67011)  -0.18
N (-0.77269, 2.23537, -0.33982)  -0.37
C (-0.57495, 2.99698, 0.72983)  0.54
O (-0.43702, 4.21485, 0.84166)  -0.78
C (-0.49515, 2.21090, 2.08471)  0.32
C (-0.23206, 2.96922, 3.22225)  -0.60
C (-0.16299, 2.34600, 4.45317)  -0.35
C (-0.36513, 0.97356, 4.53181)  -0.71
C (-0.61886, 0.28978, 3.35704)  -0.36
N (-0.67509, 0.88261, 2.16337)  -0.29
C (-0.99543, 1.71886, -2.71216)  -0.13
C (-1.07869, 2.14862, -4.02807)  -0.72
C (-1.02433, 3.50427, -4.34108)  0.10
Cl (-1.13106, 3.96768, -6.00998)  -0.23
N (-1.04759, 0.36112, -2.33790)  -0.30
C (-1.13147, -0.66830, -3.17635)  0.53
O (-1.19219, -0.69941, -4.40443)  -0.78
C (-1.15721, -2.07410, -2.48567)  0.38
C (-1.22185, -3.17382, -3.33368)  -0.68
C (-1.27362, -4.44480, -2.79404)  -0.31
C (-1.25897, -4.59706, -1.41529)  -0.79
C (-1.18536, -3.45530, -0.63959)  -0.17
N (-1.13456, -2.22487, -1.15130)  -0.35
H (-0.69325, 4.78336, -1.23923)  0.70
H (-0.09447, 4.03280, 3.09584)  0.49
H (0.03808, 2.92124, 5.34796)  0.43
H (-0.34165, 0.44585, 5.47513)  0.43
H (-0.78951, -0.78264, 3.37136)  0.51
H (-1.18490, 1.42549, -4.81926)  0.71
H (-1.23454, -2.98895, -4.39733)  0.48
H (-1.32751, -5.31149, -3.44046)  0.42
H (-1.30474, -5.56964, -0.94626)  0.39
H (-1.16593, -3.52847, 0.44303)  0.47
S (2.27448, -0.14442, -0.13992)  -0.25
C (2.56949, -1.24999, 1.07312)  0.20
N (2.63014, -0.96972, 2.37439)  -0.12
C (2.71760, -2.09006, 3.29986)  -0.57
C (3.35415, -3.22498, 2.49996)  -0.55
S (2.84908, -2.94071, 0.77741)  -0.07
H (2.40807, -0.02927, 2.66877)  0.24
H (1.71777, -2.36372, 3.65012)  0.23
H (3.32821, -1.81916, 4.15950)  0.38
H (3.00358, -4.19700, 2.83808)  0.38
H (4.43998, -3.19914, 2.57349)  0.33

2S+1: 1
Relative energy (zero: lowest compared OMol25 entry of this formula, charge and spin), eV: 0.325
Strongest force on any atom, eV/Å: 0.93